No. 1
{"formula": "C29H74BrN5O5", "method": "ωB97M-V/def2-TZVPD", "homo_energy_ev": -17.783, "relative_energy_kcal_mol": 0.0, "fmax_ha_per_bohr": 0.0823, "total_charge": 4, "elements": ["C", "C", "C", "C", "C", "C", "N", "O", "C", "C", "C", "H", "H", "H", "H", "H", "H", "H", "H", "H", "H", "H", "H", "H", "H", "H", "H", "H", "H", "C", "N", "C", "C", "C", "C", "O", "H", "H", "H", "H", "H", "H", "H", "H", "H", "H", "H", "H", "H", "H", "C", "N", "C", "C", "C", "C", "O", "H", "H", "H", "H", "H", "H", "H", "H", "H", "H", "H", "H", "H", "H", "C", "N", "C", "C", "C", "C", "O", "H", "H", "H", "H", "H", "H", "H", "H", "H", "H", "H", "H", "H", "H", "C", "N", "C", "C", "C", "C", "O", "H", "H", "H", "H", "H", "H", "H", "H", "H", "H", "H", "H", "H", "H", "Br"], "coordinates": [[-2.8587, 5.4927, 2.1489], [-2.2273, 4.1414, 1.7420], [-2.9504, 3.5959, 0.4527], [-2.4821, 4.1555, -0.8752], [-0.9739, 3.9442, -0.9164], [-0.1152, 4.5932, 0.1624], [-0.7623, 4.3542, 1.5253], [-0.0648, 4.5004, 2.5421], [0.1160, 6.1074, 0.0582], [1.2710, 3.9131, 0.2035], [-2.4838, 3.0677, 2.8143], [-3.9335, 5.3084, 2.1236], [-2.6814, 6.2789, 1.4142], [-2.6958, 5.9372, 3.1301], [-4.0240, 3.6770, 0.6150], [-2.7414, 2.5248, 0.4005], [-2.6937, 5.2198, -1.0048], [-3.0133, 3.6618, -1.6883], [-0.5274, 4.1982, -1.8791], [-0.8317, 2.8613, -0.8327], [0.7071, 6.5652, 0.8464], [-0.7607, 6.7212, -0.1616], [0.5500, 6.1916, -0.9415], [1.0895, 2.8392, 0.1734], [1.8037, 4.3234, 1.0578], [1.7819, 4.2228, -0.7073], [-1.9623, 3.2899, 3.7446], [-2.1545, 2.0852, 2.4707], [-3.5448, 2.9401, 3.0229], [4.2239, -0.1736, 4.2792], [3.3229, 0.7606, 5.0822], [2.2844, 0.0124, 5.9303], [4.1933, 1.5230, 6.0776], [2.6156, 1.8500, 4.2689], [1.6819, 1.2874, 3.1668], [2.3552, 0.7762, 2.0202], [4.6649, -0.8162, 5.0395], [4.9983, 0.4560, 3.8477], [3.5861, -0.7092, 3.5826], [2.8392, -0.6638, 6.5760], [1.6337, -0.5421, 5.2578], [1.6841, 0.7537, 6.4522], [4.8467, 2.1099, 5.4312], [4.7225, 0.8606, 6.7570], [3.6351, 2.3026, 6.5939], [3.3060, 2.4698, 3.6968], [2.0517, 2.3668, 5.0417], [0.9105, 2.0140, 2.9057], [1.1150, 0.4493, 3.5826], [1.6743, 0.4891, 1.3927], [-2.7843, -6.0697, -1.0228], [-4.0286, -5.2809, -0.6629], [-4.6013, -4.7545, -1.9289], [-5.0060, -6.2416, 0.0480], [-3.7281, -4.1291, 0.3706], [-3.0527, -2.9279, -0.3038], [-2.8914, -1.9233, 0.6695], [-2.0496, -5.3281, -1.3356], [-2.9532, -6.7797, -1.8317], [-2.2757, -6.6944, -0.2885], [-5.5192, -4.2504, -1.6310], [-4.8997, -5.5708, -2.5861], [-3.8001, -4.2095, -2.4197], [-4.3903, -6.7289, 0.8033], [-5.4278, -7.0406, -0.5584], [-5.7770, -5.6598, 0.5472], [-2.9021, -4.5724, 0.9294], [-4.6077, -4.0770, 1.0038], [-3.6735, -2.4859, -1.0882], [-2.0878, -3.1195, -0.7811], [-2.0809, -1.4165, 0.4870], [0.6414, 1.9142, -6.1898], [-0.5246, 1.5163, -5.2600], [-0.8969, 2.7530, -4.4338], [-1.7668, 1.1554, -6.0527], [-0.0540, 0.3202, -4.4191], [-1.1535, -0.4134, -3.6378], [-1.9450, 0.4025, -2.7946], [1.3888, 2.3169, -5.5073], [0.2045, 2.7189, -6.7743], [0.9692, 0.9620, -6.5953], [-1.8253, 2.4982, -3.9287], [-1.0719, 3.6281, -5.0562], [-0.0745, 2.8759, -3.7322], [-2.5912, 1.0394, -5.3498], [-1.6729, 0.1587, -6.4837], [-2.0574, 1.8698, -6.8194], [0.6638, 0.6965, -3.6877], [0.5314, -0.3277, -5.0706], [-0.7240, -1.1584, -2.9602], [-1.8606, -1.0102, -4.2153], [-1.4562, 0.5117, -1.9596], [2.4456, -2.3462, 0.5582], [3.0386, -3.0283, -0.6612], [2.2383, -4.3030, -0.9373], [2.7103, -2.0805, -1.8224], [4.5341, -3.3638, -0.5214], [5.0047, -3.8156, 0.8150], [4.4183, -5.0163, 1.3034], [2.4263, -3.0993, 1.3484], [1.3978, -2.0814, 0.4160], [3.0490, -1.5055, 0.8940], [2.4050, -4.8183, -1.8800], [1.1767, -4.1781, -0.7335], [2.6391, -4.9066, -0.1206], [1.6464, -1.8579, -1.8052], [2.9443, -2.7298, -2.6671], [3.3356, -1.1947, -1.9108], [5.0167, -2.4320, -0.8201], [4.6536, -4.0414, -1.3668], [4.9732, -3.0811, 1.6226], [6.0797, -4.0128, 0.8338], [5.0191, -5.7581, 1.1863], [-0.5220, 0.1951, 0.1526]]}

=====

No. 2
{"formula": "C29H75InN5Na3O15PS", "method": "ωB97M-V/def2-TZVPD", "homo_energy_ev": -10.264, "fmax_ha_per_bohr": 0.0945, "total_charge": 1, "elements": ["In", "Na", "Na", "Na", "P", "O", "O", "O", "O", "S", "O", "O", "O", "O", "C", "C", "C", "O", "C", "N", "H", "H", "H", "H", "H", "H", "H", "H", "H", "H", "H", "C", "C", "C", "O", "C", "N", "H", "H", "H", "H", "H", "H", "H", "H", "H", "H", "H", "C", "C", "C", "O", "C", "N", "H", "H", "H", "H", "H", "H", "H", "H", "H", "H", "H", "C", "C", "C", "O", "C", "N", "H", "H", "H", "H", "H", "H", "H", "H", "H", "H", "H", "C", "C", "C", "C", "C", "C", "N", "O", "C", "C", "C", "H", "H", "H", "H", "H", "H", "H", "H", "H", "H", "H", "H", "H", "H", "H", "H", "H", "H", "H", "C", "C", "O", "H", "H", "H", "H", "H", "H", "C", "C", "O", "H", "H", "H", "H", "H", "H"], "coordinates": [[0.0628, -4.0642, -2.3629], [-0.2775, 1.3703, 0.7322], [-0.6540, -2.9896, 1.5722], [-2.5206, -0.9128, -1.9008], [-0.0799, -1.1789, -0.4559], [-0.5860, 0.1516, -1.1143], [1.1596, -1.8304, -1.0947], [-1.1544, -2.2912, -0.5826], [0.1235, -0.8870, 1.0661], [-0.5213, -6.0994, -0.4020], [0.4283, -7.1049, 0.0368], [-0.0900, -4.7472, -0.0030], [-0.3878, -5.9227, -1.9272], [-1.8823, -6.3464, 0.0242], [-2.7076, 3.8258, 1.6824], [-3.4005, 3.2841, 0.4575], [-3.8815, 4.3472, -0.4998], [-4.5029, 3.7947, -1.6226], [-5.0240, 4.7608, -2.5507], [-2.3510, 2.4325, -0.2293], [-1.8604, 4.4454, 1.3973], [-2.4175, 3.0331, 2.3713], [-3.4123, 4.3953, 2.3018], [-4.2408, 2.5998, 0.6084], [-3.0175, 4.9497, -0.8311], [-4.5353, 5.0501, 0.0390], [-4.7137, 4.3353, -3.5161], [-4.6173, 5.7721, -2.5629], [-6.1128, 4.7273, -2.5197], [-2.8577, 1.7522, -0.7989], [-1.9275, 2.9751, -0.9934], [3.6233, -1.4261, -4.5992], [2.1755, -1.0668, -4.8352], [1.7014, -1.2726, -6.2478], [1.5737, -2.6341, -6.5535], [0.7995, -2.7899, -7.7207], [1.2672, -1.7146, -3.8186], [3.8947, -1.2843, -3.5486], [4.2929, -0.6883, -5.0564], [3.9070, -2.3954, -5.0014], [2.0840, 0.0063, -4.6058], [2.3969, -0.7414, -6.9129], [0.7280, -0.7776, -6.4122], [0.8214, -3.8399, -8.0031], [1.1081, -2.1620, -8.5568], [-0.2484, -2.5775, -7.4643], [0.3163, -1.4005, -4.0496], [1.4382, -1.1687, -2.9672], [2.9605, 1.7659, -2.0750], [3.5794, 1.1700, -0.8213], [4.6530, 2.0650, -0.2319], [5.6654, 2.2235, -1.2033], [6.7487, 3.0230, -0.7224], [2.5151, 0.9500, 0.1948], [2.3696, 2.6555, -1.8260], [2.1634, 1.0813, -2.4033], [3.6937, 1.9792, -2.8445], [4.0902, 0.2269, -1.0571], [5.1229, 1.6523, 0.6730], [4.2095, 3.0377, 0.0384], [7.5507, 2.9635, -1.4634], [7.2245, 2.5404, 0.1457], [6.4225, 4.0547, -0.5711], [1.9083, 0.3025, -0.3027], [2.9177, 0.4269, 0.9689], [-5.4575, -4.4636, -1.7846], [-4.3579, -3.4731, -1.4095], [-4.6497, -2.7562, -0.0907], [-4.0330, -1.4516, -0.0531], [-3.5408, -1.0237, 1.1996], [-3.0603, -4.1498, -1.4336], [-5.5807, -5.2212, -1.0117], [-5.1961, -4.9069, -2.7447], [-6.4107, -3.9655, -1.9677], [-4.3926, -2.7472, -2.2379], [-4.3299, -3.3510, 0.7791], [-5.7155, -2.6183, 0.1347], [-2.6927, -1.6625, 1.4863], [-4.2743, -1.0466, 2.0048], [-3.0586, -0.0603, 1.0356], [-2.9890, -4.8545, -0.6779], [-2.3721, -3.4964, -1.0348], [2.0638, 2.3851, 4.8364], [1.7052, 0.9061, 5.0440], [1.7519, 0.5630, 6.5321], [0.5227, 1.0660, 7.2905], [-0.7579, 0.5540, 6.6462], [-0.8514, 0.9213, 5.1576], [0.3738, 0.5976, 4.4830], [0.3074, 0.8703, 3.0919], [-2.0505, 0.1170, 4.6221], [-1.2532, 2.4122, 5.1091], [2.7037, 0.0203, 4.3078], [2.3774, 2.5883, 3.8086], [2.9502, 2.6494, 5.4194], [1.2471, 3.0562, 5.0725], [1.8244, -0.5097, 6.7170], [2.5823, 1.1117, 6.9739], [0.5030, 2.1591, 7.3582], [0.5896, 0.7612, 8.3380], [-1.6193, 1.0097, 7.1399], [-0.8065, -0.5176, 6.8688], [-2.8682, 0.1164, 5.3366], [-2.4720, 0.5713, 3.7136], [-1.6849, -0.8675, 4.3169], [-0.6627, 3.0347, 5.7799], [-1.2460, 2.8614, 4.1178], [-2.2718, 2.5022, 5.5010], [2.2946, -0.9772, 4.1202], [3.5914, -0.1398, 4.9202], [2.9532, 0.4243, 3.3266], [0.5144, 0.0164, 2.6643], [-1.7990, 2.4934, -5.0396], [-0.9318, 1.6870, -4.1359], [-0.6285, 2.3923, -2.9489], [-1.2850, 3.3489, -5.4756], [-2.7472, 2.8225, -4.6168], [-2.0762, 1.8701, -5.8995], [-0.0246, 1.3209, -4.6378], [-1.4239, 0.7273, -3.8212], [-0.4676, 1.7274, -2.2486], [4.3742, -3.3220, 1.8682], [3.2344, -2.5170, 1.2492], [3.7299, -1.9677, 0.0280], [5.3245, -2.7956, 1.8576], [4.4962, -4.2066, 1.2338], [4.1263, -3.6986, 2.8632], [2.8768, -1.7438, 1.9485], [2.3639, -3.1565, 1.0302], [2.9425, -1.8095, -0.5303]]}

=====

no.,HOMO-LUMO gap (eV)
1,6.91
2,3.33